No. 1
21
Properties=species:S:1:pos:R:3:forces:R:3:lowdin_charge:R:1 method="wB97M-V/def2-TZVPD" homo_energy_ev=-6.87 energy_ev=-9860.95686 e_above_lowest_kcal_mol=124.7 gap_ev=7.7
C 0.278594 0.949392 0.225103 -2.319 -2.352 1.544 -0.12
C -0.208538 2.234186 0.817244 -0.026 -0.241 0.281 -0.07
C 1.691041 -0.702385 -1.953706 0.140 0.189 -0.083 -0.13
N -0.628337 -0.644966 0.808495 0.707 0.156 0.758 -0.27
N -1.967018 -0.635144 1.272083 0.586 0.721 0.563 0.01
N 0.260258 -1.577080 1.393751 -0.026 0.355 0.243 0.01
C -0.404202 0.350753 -0.891700 2.282 1.516 -4.130 -0.23
C 0.306026 -0.143428 -1.961389 -1.403 0.178 0.621 -0.18
H 1.339285 0.746275 0.321021 -0.157 -0.288 0.200 0.11
H -2.006125 -0.508326 2.285546 -0.067 -0.094 -0.036 0.06
H -2.424895 -1.518025 1.042514 0.280 0.233 -0.140 0.07
H -0.026564 -2.529282 1.166274 -0.021 0.262 -0.060 0.07
H 0.275011 -1.481928 2.410495 0.000 -0.074 -0.019 0.06
H -1.425128 0.674440 -1.053648 -0.079 -0.245 0.149 0.11
H -0.252612 -0.332501 -2.873135 -0.112 -0.182 0.083 0.08
H -1.296712 2.288945 0.810690 0.004 -0.079 0.013 0.08
H 0.165755 3.081705 0.234317 0.081 -0.139 -0.066 0.09
H 0.158489 2.347916 1.838923 -0.057 0.082 -0.036 0.08
H 1.664691 -1.777449 -2.162162 0.027 0.044 0.024 0.07
H 2.306167 -0.242442 -2.733080 0.073 -0.053 0.048 0.06
H 2.194814 -0.580654 -0.997639 0.086 0.008 0.044 0.05

No. 2
21
Properties=species:S:1:pos:R:3:forces:R:3:lowdin_charge:R:1 method="wB97M-V/def2-TZVPD" homo_energy_ev=-8.69 energy_ev=-9863.73960 e_above_lowest_kcal_mol=60.6 gap_ev=9.6
H 1.712880 -1.133188 -1.871351 0.145 0.501 0.162 0.04
N 1.735211 -1.468929 -0.910209 -1.150 -1.232 -0.087 0.10
C 1.125389 -0.768497 -0.052503 3.741 4.398 -0.403 -0.43
C 1.298628 -1.035182 1.411353 -0.700 -0.514 -0.124 -0.08
C 1.173520 1.002740 -0.257844 -0.152 -2.496 -0.006 -0.21
N 0.313499 1.695118 0.661065 -0.306 0.141 -0.031 -0.01
H 1.305063 -2.108622 1.589002 -0.275 -0.022 0.217 0.08
H 2.270627 -0.666559 1.739076 0.041 0.196 -0.223 0.09
H 0.541909 -0.479824 1.960212 -0.072 -0.275 0.277 0.06
H 1.057222 1.322961 -1.300175 -0.194 -0.550 -0.019 0.09
H 2.226598 1.159051 -0.015565 -0.097 0.012 0.263 0.10
H 0.705226 2.578305 0.962599 0.013 -0.062 -0.006 0.07
H -0.577760 1.889156 0.214136 0.140 0.026 0.149 0.05
H -0.409150 -0.507712 -2.360888 0.042 -0.124 0.360 0.04
N -1.165038 -0.026537 -1.877184 -0.735 0.463 -0.222 0.10
C -1.446509 -0.488123 -0.741153 1.328 -2.203 0.577 -0.35
C -2.543448 0.007202 0.130993 -0.211 0.367 -0.159 -0.09
H -0.810194 -1.374091 -0.289292 -1.543 1.398 -0.808 0.13
H -3.470736 -0.520492 -0.095395 0.015 -0.153 0.013 0.08
H -2.727606 1.058663 -0.081788 -0.075 0.090 0.072 0.07
H -2.315331 -0.135441 1.184912 0.044 0.038 0.000 0.07

No. 3
22
Properties=species:S:1:pos:R:3:forces:R:3:lowdin_charge:R:1 method="wB97M-V/def2-TZVPD" homo_energy_ev=-7.95 energy_ev=-11910.22198 e_above_lowest_kcal_mol=101.3 gap_ev=8.7
C 0.694853 -1.893635 -1.686876 -0.139 0.090 0.169 -0.05
C 0.856547 0.997707 -1.379675 -0.041 -0.103 -0.017 -0.02
N -0.234245 -1.142028 -0.865861 -0.020 0.051 -0.083 -0.20
C -0.031056 0.148725 -0.502905 0.427 -0.063 1.057 -0.41
N -1.093307 -2.000840 -0.100966 0.033 0.007 -0.035 0.09
N -1.091791 0.832828 0.151455 -0.115 0.065 0.328 0.05
H -1.403842 -1.499287 0.740112 0.164 0.078 -0.143 0.05
H -0.503541 -2.748038 0.264738 0.055 0.092 -0.002 0.09
H -1.989745 0.369495 0.052557 0.028 0.000 0.038 0.12
H 1.099781 -1.274450 -2.481033 -0.014 0.011 0.020 0.08
H 0.144934 -2.720030 -2.136837 0.013 0.033 0.026 0.09
H 1.520297 -2.298388 -1.086980 -0.007 -0.003 -0.010 0.10
H 0.398969 1.101184 -2.369194 -0.003 -0.031 0.042 0.10
H 0.919131 1.988276 -0.938887 -0.005 -0.037 0.028 0.08
H 1.859204 0.588753 -1.485867 -0.005 -0.011 0.006 0.08
C -0.109125 1.982099 2.165541 0.273 -0.228 -0.066 -0.02
C -0.561605 0.665561 1.555646 -1.463 -0.062 -0.055 -0.60
O -1.074268 -0.229233 2.260867 0.544 0.454 -0.435 -0.05
H 0.662738 0.227113 0.877415 0.311 -0.258 -0.802 0.19
H 0.498269 2.564664 1.474502 -0.023 -0.017 0.021 0.07
H -1.007796 2.554052 2.410512 -0.007 -0.084 -0.057 0.09
H 0.445598 1.785473 3.081735 -0.008 0.016 -0.030 0.08

No. 4
22
Properties=species:S:1:pos:R:3:forces:R:3:lowdin_charge:R:1 method="wB97M-V/def2-TZVPD" homo_energy_ev=-8.57 energy_ev=-11911.67565 e_above_lowest_kcal_mol=67.8 gap_ev=9.5
C -2.040309 -1.315259 -0.732564 0.227 -0.251 0.164 -0.07
N -0.850974 -1.312154 0.094283 2.700 -0.673 -0.990 -0.25
N -1.043002 -1.406932 1.491723 0.195 0.301 0.048 0.08
C 0.420029 -1.694662 -0.430261 -2.289 -1.556 2.030 -0.31
O 1.365136 -2.022476 0.286984 -0.778 1.030 -0.748 -0.01
H -2.448996 -2.329366 -0.773431 -0.269 0.125 -0.034 0.08
H -1.781995 -0.980588 -1.740136 0.006 0.024 0.183 0.08
H -2.779298 -0.629991 -0.308586 0.101 -0.098 -0.128 0.08
H -0.156497 -1.728347 1.897625 -0.266 -0.087 -0.356 0.08
H -1.164986 -0.454428 1.838143 -0.008 -0.117 0.019 0.07
H 0.363330 -1.982257 -1.495067 0.117 0.757 0.025 0.14
C 2.240855 1.073435 0.175020 -0.010 -0.542 -0.063 -0.09
C 1.206428 0.863170 -0.894088 -1.721 2.483 -0.504 -0.26
N -0.013453 1.329409 -0.889464 2.342 -0.846 -0.436 -0.03
C -0.494002 2.035504 0.285299 -0.073 -0.513 0.071 -0.15
H 3.173459 0.594882 -0.134285 -0.102 0.090 0.174 0.08
H 2.421036 2.139273 0.332309 -0.063 -0.032 0.063 0.08
H 1.912769 0.607553 1.106428 0.148 0.132 0.069 0.07
H 1.594150 0.528256 -1.868503 -0.457 -0.381 0.388 0.11
H -1.579764 1.918957 0.346247 0.086 0.099 -0.060 0.07
H -0.068445 1.662172 1.221794 0.093 0.141 0.065 0.06
H -0.275471 3.103848 0.190529 0.020 -0.086 0.021 0.08